A structure of composition C32H32BrN3O4PSn. Source: OMol25; level of theory: ωB97M-V/def2-TZVPD.

```
! RIJCOSX wB97M-V def2-TZVPD def2/J DEFGRID3
* xyz -1 1
Sn -0.590 -0.072 -0.243
C 3.539 0.075 -0.766
O 2.565 1.087 -0.925
C 2.886 2.345 -0.576
C 4.156 2.777 -0.256
C 4.353 4.115 0.093
Br 6.108 4.698 0.539
C 3.316 5.003 0.133
C 2.019 4.569 -0.191
C 1.791 3.244 -0.552
O 0.599 2.742 -0.870
C 0.886 5.492 -0.115
N -0.365 5.129 -0.224
C -1.110 6.290 -0.073
C -2.490 6.475 -0.085
C -2.966 7.759 0.090
C -2.095 8.845 0.273
C -0.723 8.675 0.295
C -0.253 7.377 0.122
N 1.019 6.839 0.090
H 4.380 0.220 -1.451
H 3.034 -0.858 -1.001
H 3.904 0.045 0.264
H 4.993 2.096 -0.268
H 3.503 6.025 0.432
H -0.096 3.407 -0.643
H -3.152 5.630 -0.221
H -4.034 7.936 0.091
H -2.505 9.838 0.400
H -0.054 9.512 0.442
H 1.884 7.337 0.194
O -4.177 -2.478 0.454
C -3.075 -2.385 -0.083
O -2.594 -1.375 -0.697
C -2.206 -3.665 -0.084
P -0.419 -3.350 0.152
C -0.260 -3.198 1.972
C -1.312 -3.354 2.869
C -1.092 -3.237 4.237
C 0.177 -2.961 4.722
C 1.228 -2.775 3.832
C 1.004 -2.881 2.469
C 0.198 -5.079 -0.081
C 0.389 -6.005 0.941
C 0.781 -7.308 0.656
C 0.989 -7.707 -0.655
C 0.823 -6.788 -1.684
C 0.441 -5.486 -1.396
H -2.298 -4.106 -1.080
H -2.595 -4.385 0.635
H -2.316 -3.533 2.507
H -1.921 -3.355 4.924
H 0.344 -2.866 5.788
H 2.216 -2.527 4.201
H 1.817 -2.706 1.772
H 0.229 -5.706 1.970
H 0.918 -8.015 1.466
H 1.280 -8.727 -0.875
H 0.998 -7.085 -2.711
H 0.324 -4.767 -2.199
C -0.698 0.869 3.907
C -1.593 0.970 2.663
C -1.980 2.445 2.456
C -2.876 0.155 2.904
N -0.884 0.494 1.524
H -1.197 1.273 4.796
H 0.230 1.420 3.737
H -0.445 -0.178 4.092
H -2.486 2.862 3.334
H -2.646 2.523 1.593
H -1.083 3.035 2.248
H -3.484 0.580 3.713
H -2.620 -0.874 3.163
H -3.470 0.124 1.989
*
```

Values from the calculation:
HOMO-LUMO gap (Eh): 0.216
E (a.u.): -4833.5735
ΔE to the lowest compared entry with this formula, charge and spin (kcal per mole): 0.0

---

A structure of composition C4H7NO3 at a distorted geometry. Source: OMol25; level of theory: ωB97M-V/def2-TZVPD.

```
! RIJCOSX wB97M-V def2-TZVPD def2/J DEFGRID3
* xyz 0 1
C 0.478 -1.070 1.337
C -0.641 0.902 0.814
C -0.525 -0.231 -0.038
N -0.272 0.739 -2.245
C 0.281 0.556 -0.934
O -1.673 -0.846 -0.464
O 1.524 -0.369 1.882
O -0.576 1.603 1.762
H -1.668 -0.703 -1.430
H 1.284 -0.067 2.771
H 0.256 0.243 -2.953
H -0.340 1.714 -2.522
H 0.853 -1.851 0.678
H -0.297 -1.394 2.041
H 1.317 0.776 -0.699
*
```

Values from the calculation:
HOMO-LUMO gap (Eh): 0.268
E (a.u.): -436.9109
ΔE to the lowest compared entry with this formula, charge and spin (kcal per mole): 145.9

---

A cluster of 2 separate species, C4H6O2 in total. Source: OMol25; level of theory: ωB97M-V/def2-TZVPD.

```
! RIJCOSX wB97M-V def2-TZVPD def2/J DEFGRID3
* xyz 0 1
O 1.074 1.123 0.166
C 2.036 0.125 0.110
C 0.922 -0.768 -0.116
C -0.199 -1.314 -0.215
C -1.507 -0.889 -0.133
O -1.452 0.982 0.286
H -0.427 1.050 0.406
H 2.589 -0.068 1.044
H 2.746 0.214 -0.727
H -2.101 -0.806 -1.042
H -2.082 -1.119 0.760
H -1.599 1.471 -0.538
*
```

Values from the calculation:
HOMO-LUMO gap (Eh): 0.330
E (a.u.): -306.2991
ΔE to the lowest compared entry with this formula, charge and spin (kcal per mole): 130.0

---

A structure of composition C29H34AlN2OPS6Si. Source: OMol25; level of theory: ωB97M-V/def2-TZVPD.

```
! RIJCOSX wB97M-V def2-TZVPD def2/J DEFGRID3
* xyz 0 1
Al 0.410 -0.602 0.506
O 2.858 -0.223 2.044
C 2.184 0.252 1.128
C 2.848 1.364 0.359
C 4.230 1.310 0.161
C 4.870 2.323 -0.526
C 4.146 3.417 -0.998
C 2.781 3.485 -0.793
C 2.119 2.452 -0.126
P 0.336 2.426 0.230
C -0.441 3.028 -1.297
C 0.102 2.727 -2.546
C -0.598 3.021 -3.708
C -1.850 3.614 -3.639
C -2.403 3.907 -2.399
C -1.709 3.610 -1.237
C 0.100 3.774 1.438
C 0.015 3.412 2.779
C -0.114 4.381 3.766
C -0.175 5.721 3.415
C -0.101 6.092 2.078
C 0.040 5.125 1.095
H 4.779 0.462 0.549
H 5.939 2.270 -0.694
H 4.657 4.215 -1.524
H 2.217 4.337 -1.155
H 1.075 2.256 -2.616
H -0.163 2.778 -4.669
H -2.397 3.840 -4.545
H -3.383 4.364 -2.336
H -2.160 3.830 -0.277
H 0.045 2.362 3.051
H -0.177 4.087 4.806
H -0.283 6.478 4.181
H -0.152 7.137 1.803
H 0.094 5.418 0.054
C -4.243 -1.160 -0.788
Si -2.459 -1.749 -0.894
C -2.053 -2.054 -2.702
C -2.356 -3.352 0.091
C -1.352 -0.360 -0.288
H -4.937 -1.903 -1.191
H -4.378 -0.232 -1.352
H -4.525 -0.966 0.251
H -2.484 -2.989 -3.069
H -0.973 -2.088 -2.874
H -2.458 -1.234 -3.304
H -2.682 -4.194 -0.527
H -3.011 -3.304 0.965
H -1.352 -3.585 0.450
H -1.909 0.263 0.425
H -1.219 0.275 -1.175
C 4.074 -3.779 1.125
S 2.428 -3.783 1.869
C 1.483 -4.312 0.487
C 1.216 -3.593 -0.621
S 1.695 -1.945 -0.968
S 0.360 -4.450 -1.879
C 0.144 -5.956 -1.055
S -0.682 -7.226 -1.683
S 0.882 -5.954 0.507
H 4.765 -3.468 1.908
H 4.110 -3.061 0.308
H 4.348 -4.773 0.777
C -0.212 -1.514 6.372
N -0.627 -1.670 4.993
C 0.181 -1.495 3.940
N 1.425 -1.109 4.139
S -0.471 -1.868 2.397
H -1.041 -1.784 7.018
H 0.066 -0.480 6.594
H 0.630 -2.171 6.604
H -1.573 -1.933 4.778
H 1.752 -0.874 5.061
H 2.033 -0.921 3.321
*
```

Values from the calculation:
HOMO-LUMO gap (Eh): 0.269
E (a.u.): -4572.7626
ΔE to the lowest compared entry with this formula, charge and spin (kcal per mole): 0.0

---

A structure of composition C34H54ClN3O5PRu at a distorted geometry. Source: OMol25; level of theory: ωB97M-V/def2-TZVPD.

```
! RIJCOSX wB97M-V def2-TZVPD def2/J DEFGRID3
* xyz 0 2
Ru -0.122 -0.069 0.585
C -1.800 -1.287 1.251
C -0.988 -2.237 0.551
C 0.285 -2.305 1.265
C 0.178 -1.394 2.348
C -1.112 -0.791 2.400
C -1.703 -0.096 3.611
C -3.215 0.055 3.432
C -1.469 -1.001 4.833
C -1.025 1.246 3.884
C 1.503 -3.222 1.134
C 2.654 -2.714 2.022
C 1.161 -4.613 1.705
C 2.011 -3.337 -0.313
C -1.587 -3.005 -0.642
C -3.125 -2.943 -0.586
C -1.264 -4.503 -0.641
C -1.124 -2.398 -1.969
H -2.831 -1.075 1.030
H 0.957 -1.220 3.073
H -3.684 -0.924 3.319
H -3.472 0.645 2.552
H -3.650 0.534 4.312
H -1.894 -1.995 4.674
H -1.943 -0.565 5.715
H -0.406 -1.115 5.047
H -1.005 1.884 3.003
H 0.013 1.089 4.183
H -1.531 1.771 4.699
H 2.397 -2.794 3.080
H 2.931 -1.688 1.795
H 3.527 -3.345 1.852
H 0.881 -4.530 2.757
H 2.050 -5.246 1.646
H 0.359 -5.115 1.181
H 1.966 -2.380 -0.831
H 1.446 -4.058 -0.901
H 3.052 -3.666 -0.317
H -3.503 -3.287 0.379
H -3.530 -3.597 -1.359
H -3.522 -1.948 -0.774
H -1.626 -4.989 0.267
H -0.209 -4.713 -0.760
H -1.781 -4.960 -1.487
H -1.265 -1.317 -1.970
H -1.697 -2.825 -2.797
H -0.066 -2.596 -2.152
C -2.995 3.101 1.580
O -2.848 2.041 0.631
P -1.454 1.632 -0.088
O -2.047 1.413 -1.581
C -3.303 0.796 -1.840
O -0.714 3.034 -0.291
C -1.273 4.112 -1.047
H -3.905 3.638 1.318
H -2.145 3.782 1.545
H -3.091 2.703 2.586
H -3.275 0.427 -2.863
H -4.111 1.519 -1.724
H -3.477 -0.040 -1.165
H -0.542 4.915 -1.019
H -2.209 4.460 -0.609
H -1.450 3.804 -2.076
Cl 2.056 -2.362 -4.227
C 0.818 -1.345 -4.902
C 0.331 -1.646 -6.156
C -0.669 -0.860 -6.718
C -1.177 0.229 -6.010
C -0.688 0.529 -4.759
C 0.334 -0.244 -4.152
C 0.795 0.072 -2.870
H 0.735 -2.495 -6.691
H -1.046 -1.098 -7.703
H -1.954 0.843 -6.448
H -1.076 1.374 -4.201
H 1.575 -0.499 -2.394
H 0.396 0.942 -2.373
O 1.721 0.701 0.058
N 2.713 -0.127 0.190
C 3.725 0.098 -0.589
C 3.761 1.155 -1.561
N 3.794 2.002 -2.337
C 4.840 -0.797 -0.474
N 5.733 -1.515 -0.379
C 1.853 2.850 2.860
C 2.949 3.486 2.040
O 2.393 4.133 0.919
C 3.391 4.718 0.099
C 2.719 5.572 -0.958
H 2.281 2.457 3.787
H 1.369 2.018 2.343
H 1.096 3.589 3.128
H 3.676 2.727 1.718
H 3.496 4.219 2.652
H 3.990 3.933 -0.371
H 4.063 5.321 0.724
H 1.793 5.087 -1.264
H 3.353 5.666 -1.840
H 2.483 6.570 -0.589
*
```

Values from the calculation:
HOMO-LUMO gap (spin up / spin down) (Eh): 0.251 / 0.274
E (a.u.): -2764.7653
ΔE to the lowest compared entry with this formula, charge and spin (kcal per mole): 0.0
⟨S²⟩: 0.798

---

A cluster of 2 separate species, C2H8NO in total at a distorted geometry. Source: OMol25; level of theory: ωB97M-V/def2-TZVPD.

```
! RIJCOSX wB97M-V def2-TZVPD def2/J DEFGRID3
* xyz 1 1
O -0.346 2.054 0.983
H -0.173 0.644 0.223
H -0.959 2.739 0.722
H -0.487 1.799 1.901
C -0.660 -1.087 -1.002
C 1.376 -0.603 0.199
N 0.169 -0.322 -0.070
H -1.428 -0.396 -1.351
H 0.002 -1.611 -1.678
H -1.259 -1.832 -0.485
H 1.927 0.082 0.833
H 1.838 -1.468 -0.275
*
```

Values from the calculation:
HOMO-LUMO gap (Eh): 0.449
E (a.u.): -210.7231
ΔE to the lowest compared entry with this formula, charge and spin (kcal per mole): 18.8

---

Q: What is the formula in the sixth record?
A: C2H8NO